# C28H47As2IInN7O2Si2

A structure of composition C28H47As2IInN7O2Si2 (wB97M-V/def2-TZVPD, the Open Molecules 2025 dataset).

```
90
Properties=species:S:1:pos:R:3:lowdin_charge:R:1
C 3.502 3.354 -3.806 -0.0612
C 4.276 -2.190 1.441 -0.0242
C -1.963 -2.062 -2.351 -0.1643
Si -2.977 -0.486 2.158 0.5400
H -2.710 -5.741 1.114 0.1250
H -1.460 0.313 -4.219 0.0291
Si -3.018 -0.992 -1.174 0.5228
H -0.639 5.135 -1.830 0.0317
H -4.990 -2.492 -0.643 0.0231
C -0.721 -5.132 0.586 -0.0279
O 1.840 1.303 0.544 -0.1797
H -0.908 -1.790 -2.293 -0.0366
N 1.586 -0.728 4.409 0.0221
I 5.890 0.177 -1.860 0.9461
H 3.051 1.355 -4.376 0.0934
H -3.587 1.155 -2.334 0.0473
N 3.072 1.049 4.376 0.2290
H 3.364 0.902 5.328 0.1353
H 4.633 -2.742 2.294 0.1177
C 1.548 -0.977 -3.749 -0.2499
H 1.749 4.083 0.946 0.0194
C 3.290 -0.803 -0.665 -0.2428
H -2.318 -1.151 4.519 0.0340
H -1.947 1.216 -1.683 -0.0686
H 1.939 5.104 -1.389 0.0989
As 0.651 0.440 -2.717 1.1408
C 5.173 -1.542 0.604 -0.0880
C 2.918 -2.108 1.174 -0.1475
H 6.233 -1.571 0.801 0.1145
H 1.782 -0.889 5.391 0.1707
H -2.719 2.005 1.868 0.0293
H -1.667 3.810 -2.397 0.0137
H -1.874 -2.432 3.380 0.0088
H 0.574 -2.425 4.216 0.1131
C 3.192 4.411 -2.968 -0.0457
H -5.002 -1.968 -2.307 0.0396
N 1.764 0.433 2.496 0.1326
H 0.148 4.108 1.697 0.0262
H -1.986 4.563 -0.832 0.0322
C -2.965 0.881 -1.489 -0.1828
H 2.492 -0.626 -4.161 0.0259
H -5.323 -0.066 2.864 0.0416
H 0.889 -1.267 -4.566 0.0425
C -2.057 -4.908 0.902 -0.0150
H 1.735 -1.855 -3.127 0.0295
In 0.102 -0.404 0.103 0.8755
C -4.806 -1.643 -1.290 -0.1482
H -0.999 2.008 -3.913 0.0294
H 4.293 3.452 -4.534 0.1163
C -2.154 -1.195 0.561 -0.3616
C -2.542 -3.618 0.936 -0.0250
C -1.671 -2.555 0.660 -0.5077
C 1.459 3.094 -1.919 -0.4184
H -5.177 0.258 1.151 0.0272
C -2.620 -1.681 3.620 -0.1615
C 0.690 4.252 0.759 -0.2778
H -2.046 -3.113 -2.086 0.0450
H 2.851 -0.215 -1.462 0.0370
N -0.385 -2.792 0.405 0.0290
H -3.525 -2.222 3.878 0.0431
C -0.624 1.005 -4.116 -0.2266
N 0.665 -1.541 3.729 0.0669
C 2.177 4.274 -2.040 -0.0956
H -5.536 -0.877 -1.055 0.0317
H -0.323 -6.131 0.523 0.1159
C -1.199 4.254 -1.520 -0.2740
H 0.541 5.287 0.448 0.0355
C 2.797 2.167 -3.702 -0.1153
H 2.176 -2.588 1.796 0.0919
H -1.188 1.306 2.379 -0.0115
C -4.867 -0.415 1.942 -0.1614
H -2.502 1.548 3.540 0.0372
C 4.665 -0.839 -0.481 -0.6640
C 0.079 -4.033 0.351 -0.1114
H -5.288 -1.392 1.727 0.0310
C -2.270 1.256 2.519 -0.1712
H 3.528 1.772 3.821 0.1086
As 0.013 2.992 -0.604 1.1370
C 1.777 2.031 -2.766 -0.4201
H -0.057 1.018 -5.049 0.0506
H -0.244 -1.083 3.669 0.0558
H 3.732 5.341 -3.039 0.1174
N 2.445 -1.415 0.145 0.0048
H -3.576 -3.414 1.153 0.1175
C 2.178 0.280 3.763 -0.3659
H 1.127 -4.135 0.109 0.1144
H -2.285 -1.974 -3.384 0.0422
O 3.170 2.091 2.026 0.0835
H -3.330 1.423 -0.620 0.0320
N 2.293 1.314 1.695 -0.4010
```

The HOMO energy comes out at -13.35 eV. Its net charge is +2. The energy above the lowest of the compared OMol25 structures with the same formula, charge and spin is 31.25 kcal per mole. Its total energy is -7166.716333 Eh.